No. 1
# C4H8O2

A single C4H8O2 molecule (the ωB97M-V functional and the def2-TZVPD basis, the Open Molecules 2025 dataset).

Output
HOMO level, Ha: -0.329
Gap between HOMO and LUMO, eV: 9.859
Calculated total energy, eV: -8370.9954
E_LUMO, eV: 0.8973

Structure (XYZ):
```
14
Properties=species:S:1:pos:R:3:forces:R:3:nbo_charge:R:1
C 0.233 1.389 0.032 0.0289 0.0222 0.0151 -0.6312
C -0.254 -0.033 -0.195 -0.0852 0.1245 -0.1758 0.0703
C -1.737 -0.214 0.081 -0.0443 0.0010 -0.0107 -0.6201
O 0.383 -0.911 0.783 0.3213 -0.2760 0.2195 -0.5236
C 1.548 -1.489 0.676 -0.3453 0.2477 -0.0685 0.4147
O 2.136 -1.162 -0.488 0.0201 -0.2036 0.3250 -0.7146
H -0.317 2.086 -0.610 0.0793 -0.1355 0.0699 0.2152
H 0.066 1.677 1.075 0.0170 -0.0410 -0.1465 0.2156
H 1.299 1.477 -0.192 -0.1510 -0.0069 0.0374 0.2237
H 0.003 -0.370 -1.204 -0.0142 -0.0033 0.1765 0.1957
H -2.023 -1.261 -0.056 0.0254 0.1627 -0.0082 0.2213
H -2.343 0.408 -0.585 0.1222 -0.0666 0.0567 0.2128
H -1.956 0.064 1.117 0.0272 -0.0117 -0.1646 0.2157
H 2.962 -1.660 -0.433 -0.0013 0.1864 -0.3257 0.5047
```
Positions in Å, forces in eV/Å.


No. 2
# C7H11N3O3

2 unconnected molecules or ions with the total composition C7H11N3O3 in a non-equilibrium geometry (the ωB97M-V functional and the def2-TZVPD basis, the Open Molecules 2025 dataset).

Output
HOMO level, Ha: -0.356
SMILES: O=c1cc[nH]c(=O)[nH]1.CNC(C)=O
Gap between HOMO and LUMO, eV: 9.150
Calculated total energy, eV: -18045.7675
E_LUMO, eV: -0.5441

Structure (XYZ):
```
24
Properties=species:S:1:pos:R:3:forces:R:3:nbo_charge:R:1
C 2.012 -1.496 -0.143 -0.1305 1.2696 -0.7204 -0.7384
C 3.187 -0.459 0.142 1.2838 -1.8329 2.0123 0.6595
C 4.041 1.724 -0.241 -0.3360 4.4345 1.7219 -0.4183
C -1.393 -0.919 0.004 0.0306 -6.6984 -3.9224 0.6298
C -0.664 0.290 0.193 -1.9596 -1.5093 0.1952 -0.3879
C -1.303 1.406 0.245 -3.2315 3.2188 0.2085 0.0888
C -3.570 0.328 -0.059 -2.4237 -1.6110 3.2481 0.7900
H 1.693 -1.458 -1.241 -0.0273 0.3615 1.7271 0.2318
H 1.137 -1.604 0.600 1.5535 0.9960 -1.2788 0.2646
H 2.407 -2.469 -0.062 1.1105 -1.1577 0.1707 0.2487
H 2.507 0.883 -1.331 4.2971 -2.4519 1.5948 0.3502
H 4.363 1.958 0.979 -1.6900 -1.5418 -3.3428 0.2398
H 5.033 1.933 -0.705 -1.1162 0.6253 -0.1509 0.2098
H 2.990 2.451 -0.583 4.2361 -0.8254 1.3840 0.1661
H -3.257 -1.869 -0.053 -0.2681 -0.1222 -0.2442 0.4298
H 0.322 0.166 0.061 3.3852 -0.0013 0.3762 0.2490
H -0.866 2.389 0.613 -0.6859 -1.2201 -1.1981 0.2332
H -3.117 2.314 0.030 -1.4571 1.3381 0.1221 0.4187
N 3.565 0.490 -0.777 -6.7230 0.5682 -2.4485 -0.6111
N -2.844 -1.009 0.264 2.2693 4.5907 -1.4647 -0.6460
N -2.739 1.427 -0.089 3.7091 -1.5628 0.7591 -0.6199
O 3.953 -0.539 1.111 -1.7537 -0.6130 -0.5915 -0.6058
O -0.764 -1.960 -0.554 -3.6055 4.6064 3.1839 -0.6047
O -4.805 0.463 0.075 3.5331 -0.8613 -1.3416 -0.5774
```
Positions in Å, forces in eV/Å.


No. 3
# C22H36O18

6 unconnected molecules or ions with the total composition C22H36O18 in a non-equilibrium geometry (the ωB97M-V functional and the def2-TZVPD basis, the Open Molecules 2025 dataset).

Output
HOMO level, Ha: -0.382
SMILES: C[C@H]1COC(=O)O1.C[C@H]1COC(=O)O1.C[C@H]1COC(=O)O1.C[C@H]1COC(=O)O1.COC(=O)OC.COC(=O)OC
Gap between HOMO and LUMO, eV: 10.417
Calculated total energy, eV: -60247.7501
E_LUMO, eV: 0.0154

Structure (XYZ):
```
76
Properties=species:S:1:pos:R:3:forces:R:3:lowdin_charge:R:1
C -14.332 -10.316 14.178 -1.2760 -1.4767 -0.2034 -0.0076
C -13.620 -10.517 12.865 0.0431 -0.0779 0.7091 -0.2792
C -13.209 -11.975 12.537 -2.4122 1.5057 1.4963 -0.0737
O -14.428 -12.376 11.966 -1.5425 -1.4603 -1.4736 0.0389
C -14.985 -11.356 11.259 0.0897 -0.3869 -1.9661 -0.5165
O -15.663 -11.473 10.250 0.9378 0.3376 2.6493 0.1384
O -14.522 -10.197 11.766 0.5124 -0.1115 0.0569 0.0467
H -14.802 -9.351 14.404 0.1632 -0.1195 -0.6403 0.0930
H -13.575 -10.468 14.909 0.4651 -0.3052 1.0385 0.0721
H -15.102 -11.135 14.251 0.5523 0.8951 0.3175 0.1184
H -12.734 -9.925 12.916 0.4702 1.0341 -0.9549 0.1278
H -12.980 -12.662 13.332 0.1617 0.1065 0.5328 0.1420
H -12.475 -12.004 11.813 1.7783 -0.0338 -1.5057 0.0751
C -11.694 -14.513 9.996 -1.5299 -0.3680 -1.4943 0.0067
C -12.441 -14.204 8.666 1.1998 -0.7861 0.9570 -0.2545
C -13.880 -13.652 8.653 1.3617 0.2355 2.2198 -0.0093
O -13.625 -12.241 8.266 -2.0887 -2.0537 0.0511 0.0809
C -12.396 -12.208 7.780 -0.7773 7.7357 -3.0158 -0.6856
O -11.955 -11.232 7.160 -1.1192 -1.3518 0.9400 0.0998
O -11.691 -13.151 8.100 3.7249 -4.3386 0.6456 0.1373
H -12.164 -15.375 10.458 0.1566 0.0727 0.4786 0.0994
H -11.602 -13.652 10.605 -0.5774 0.7243 0.9670 0.0319
H -10.680 -14.714 9.735 0.7213 -0.6519 -0.3134 0.0790
H -12.246 -15.035 8.013 -0.4842 -0.5846 -0.3544 0.1463
H -14.150 -13.682 9.723 -0.6432 0.4162 -0.6321 0.1187
H -14.577 -14.267 8.081 0.0175 0.8508 -0.4594 0.1389
C -12.703 -8.823 9.356 0.1696 0.7427 -1.0346 0.0207
C -13.299 -8.259 8.062 1.2657 -0.1632 -0.4510 -0.3280
C -14.760 -8.242 7.965 -1.3105 -0.3382 -0.2073 -0.0537
O -15.091 -6.970 7.369 -4.1448 -3.1675 -0.2806 0.1274
C -14.109 -6.199 7.381 2.8720 2.7652 1.3963 -0.6223
O -14.155 -5.025 7.112 0.8530 -0.8343 -0.0856 0.1415
O -13.058 -6.881 7.942 1.8888 2.6452 -0.0280 0.0609
H -13.215 -8.523 10.273 -0.0259 0.0194 -0.3042 0.0663
H -11.680 -8.476 9.367 0.3593 0.1839 0.3086 0.0929
H -12.643 -9.884 9.249 -0.2346 -0.8029 0.1271 0.0540
H -12.870 -8.716 7.136 -0.0071 -0.1201 1.0156 0.1652
H -15.223 -8.334 8.950 -0.4087 -0.0726 -0.3530 0.1307
H -15.004 -8.965 7.227 -1.1692 -0.9466 -0.0220 0.1370
C -17.122 -6.709 10.764 -0.1932 0.3776 2.0590 0.0079
C -16.417 -7.566 11.807 0.6596 1.3407 -0.9862 -0.2707
C -14.974 -7.118 11.923 1.7941 -2.2738 -2.2745 -0.1699
O -14.937 -6.186 12.892 1.3696 2.8168 0.5536 0.1109
C -15.949 -6.373 13.666 -2.0562 2.0283 3.0637 -0.6100
O -16.107 -5.794 14.715 0.0647 -0.9367 -0.6863 0.1473
O -16.848 -7.175 13.104 -1.1699 -1.4416 0.5152 0.1133
H -18.167 -6.636 11.004 -0.5378 0.5618 0.8133 0.0885
H -17.260 -7.257 9.892 0.9130 -0.4692 -2.2668 0.0588
H -16.632 -5.723 10.775 -0.5101 -0.3076 -0.7910 0.1157
H -16.493 -8.607 11.533 -0.2825 -0.4580 0.7993 0.1427
H -14.559 -6.720 10.999 -0.0450 0.0148 -0.1230 0.1312
H -14.272 -7.833 12.329 0.0161 -1.1410 -0.7152 0.1078
C -8.641 -14.042 15.392 -1.2743 -2.9728 2.3286 -0.0903
O -8.532 -13.090 14.407 0.4104 2.6361 -2.5005 0.0002
C -9.298 -12.976 13.306 -5.7590 -4.9584 -0.8412 -0.3725
O -10.415 -13.777 13.041 6.4635 4.7267 1.6391 -0.0556
O -8.877 -12.041 12.464 1.1121 -0.8902 2.9259 0.0283
C -9.451 -11.868 11.225 -0.8211 1.2013 -1.8321 -0.0570
H -8.217 -15.024 15.072 -0.5625 0.6985 -0.1195 0.1095
H -9.697 -14.170 15.717 0.4802 -0.1673 -0.6375 0.1015
H -8.136 -13.877 16.397 -0.0056 1.0462 -1.7287 0.1141
H -10.408 -11.350 11.254 -0.2440 -0.2269 0.3601 0.0914
H -9.529 -12.744 10.626 -0.1635 -1.0332 0.0035 0.0801
H -8.823 -11.200 10.643 0.4100 0.1227 0.3275 0.1093
C -11.773 -7.392 14.751 0.9992 -2.8098 -1.3421 -0.0110
O -11.856 -7.277 13.304 0.7632 2.9675 -1.9663 -0.0694
C -11.752 -6.013 12.718 -0.3115 6.5777 1.8472 -0.2948
O -11.685 -4.784 13.394 -0.2905 -8.3967 -4.0113 -0.0458
O -11.795 -6.037 11.287 0.3147 -1.1508 4.1212 -0.0737
C -12.067 -4.818 10.568 0.7310 0.9649 0.5314 -0.0397
H -10.826 -7.078 15.209 -0.5651 0.2451 -0.3764 0.1125
H -11.932 -8.504 14.863 0.9185 0.8348 -0.0499 0.0930
H -12.666 -7.094 15.157 -1.7619 1.9610 1.2218 0.0634
H -13.118 -4.641 10.589 -0.8559 0.5053 0.6404 0.0779
H -11.922 -5.061 9.534 0.7270 -0.2328 -0.4534 0.0743
H -11.470 -3.904 10.889 -0.7499 -1.4797 -0.1759 0.1238
```
Positions in Å, forces in eV/Å.


No. 4
# C2H6IN

A molecular structure, C2H6IN in a non-equilibrium geometry (the ωB97M-V functional and the def2-TZVPD basis, the Open Molecules 2025 dataset).

Output
HOMO level, Ha: -0.313
Gap between HOMO and LUMO, eV: 8.316
Calculated total energy, eV: -11759.0989
E_LUMO, eV: -0.2049

Structure (XYZ):
```
10
Properties=species:S:1:pos:R:3:forces:R:3:nbo_charge:R:1
C -1.305 0.458 -0.061 -0.4914 3.3004 0.0829 -0.6708
C -0.100 -0.351 -0.427 3.1090 -0.8604 2.4766 -0.1518
N 1.451 -0.017 0.715 -2.5340 1.8273 -2.4428 -0.8423
I 3.326 0.304 -0.224 -1.4706 -0.5926 0.4539 0.2286
H -1.164 1.656 0.016 0.0375 -2.7958 -0.3510 0.2298
H -2.130 0.334 -0.833 0.9823 -0.1320 0.8996 0.2397
H -1.680 0.161 0.945 0.1936 0.0939 -0.8544 0.2242
H -0.302 -1.358 -0.010 0.4653 0.2831 -0.9121 0.1911
H 0.445 -0.345 -1.381 -0.8573 0.2198 0.2770 0.2171
H 1.458 -0.843 1.259 0.5654 -1.3437 0.3702 0.3342
```
Positions in Å, forces in eV/Å.